(1)
Formula: H6N4
Source: OMol25
Level of theory: wB97M-V/def2-TZVPD

Geometry as XYZ:
```
10
Properties=species:S:1:pos:R:3:forces:R:3
H -0.50004 -1.61496 0.56875 0.45 -0.55 0.51
N 0.51308 -1.44385 0.63340 -1.69 0.12 -0.99
H 0.32493 0.51391 -1.63141 0.12 -0.80 -0.93
N 0.29497 -0.47678 -1.35527 2.13 3.03 -0.90
N 0.73909 -0.31370 -0.10563 0.76 -0.03 2.46
H 0.83049 -1.45985 1.59329 0.13 0.73 -0.23
H -0.59472 -0.78749 -1.59680 -2.30 -1.27 0.43
H -0.38246 2.00976 -0.13067 0.37 -1.15 1.87
H 0.16956 1.61415 1.47424 -0.36 0.02 -1.18
N -0.44688 1.30598 0.68729 0.38 -0.10 -1.05
```
Positions in Å, forces in eV/Å.

Results
* Kohn-Sham gap (spin up / spin down): 8.21 / 9.55 eV
* energy above the lowest of the compared OMol25 structures with the same formula, charge and spin: 247.11 kJ/mol
* F_max: 3.81 eV/A
* molecular weight: 62.08 g/mol

Atomic partial charges in e from the natural (NBO) method, atoms 1 to 6: 0.3376 -0.6259 0.3660 -0.6032 0.0519 0.3788

(2)
Formula: H6N4O2S2
Source: OMol25
Level of theory: wB97M-V/def2-TZVPD

Geometry as XYZ:
```
14
Properties=species:S:1:pos:R:3:forces:R:3
S 0.00687 0.01282 1.30989 2.20 -1.62 -2.85
H -0.95834 2.03399 1.25969 -0.34 -0.03 -0.65
H -1.87330 -1.70100 -1.32532 1.31 -0.51 1.47
H 1.06048 -1.44453 -1.93207 -0.08 0.83 0.60
H 0.19501 0.84108 -1.06811 -0.02 -0.77 -0.17
O -0.07421 -0.02212 2.71322 -0.89 0.74 1.42
H 0.47765 2.41310 -0.85223 -0.53 -0.59 -0.29
H 1.95449 -0.96922 1.16454 0.87 0.33 0.94
O -1.13141 -0.81548 0.57627 -0.86 0.78 0.30
N 1.17975 -0.71964 0.60370 -0.90 1.34 0.35
N -0.22147 1.66984 -0.67583 0.13 2.43 -0.57
N 0.14250 -1.01332 -1.74971 1.24 -0.54 -2.70
S -0.54787 -1.89068 -0.74579 -3.02 0.18 -0.27
N -0.21016 1.60515 0.72173 0.88 -2.58 2.42
```
Positions in Å, forces in eV/Å.

Results
* Kohn-Sham gap: 9.68 eV
* energy above the lowest of the compared OMol25 structures with the same formula, charge and spin: 18.60 kJ/mol
* F_max: 3.95 eV/A
* molecular weight: 158.21 g/mol

Atomic partial charges in e from the natural (NBO) method, atoms 1 to 6: 2.3487 0.3934 0.0654 0.3776 0.3949 -0.9024

(3)
Formula: H6N5P
Source: OMol25
Level of theory: wB97M-V/def2-TZVPD

Geometry as XYZ:
```
12
Properties=species:S:1:pos:R:3:forces:R:3
H -2.79878 -0.12012 -0.26714 -1.19 -1.34 0.43
N 1.33493 -0.02452 0.07797 1.27 0.24 -0.53
H -1.44491 2.11723 -0.01948 0.46 0.37 0.27
H 2.71097 1.52277 -0.09920 0.15 -0.56 -0.88
H 1.26820 1.92953 0.59744 0.35 -0.17 -0.01
N 1.94570 1.18325 0.44317 -2.00 -0.17 1.23
N -2.25943 1.53346 0.16045 0.34 -1.92 -1.15
P 0.10153 -0.83332 0.55837 0.61 0.18 1.08
H 1.04994 -2.31196 -0.86413 0.41 -0.46 -0.54
N 0.36858 -2.32771 -0.13655 -0.37 0.20 0.17
N -1.96069 0.40454 -0.33728 -0.23 3.29 0.06
H -0.31603 -3.07315 -0.11362 0.19 0.33 -0.13
```
Positions in Å, forces in eV/Å.

Results
* Kohn-Sham gap: 7.72 eV
* SMILES: [H]/N=N/[H].N/N=P/N
* energy above the lowest of the compared OMol25 structures with the same formula, charge and spin: 63.78 kJ/mol
* F_max: 3.30 eV/A
* molecular weight: 107.06 g/mol

Atomic partial charges in e from the natural (NBO) method, atoms 1 to 6: 0.3179 -0.8303 0.2976 0.3622 0.3304 -0.6463

(4)
Formula: H6NP5
Source: OMol25
Level of theory: wB97M-V/def2-TZVPD

Geometry as XYZ:
```
12
Properties=species:S:1:pos:R:3:forces:R:3
H -2.51575 -1.98770 -0.59750 -0.34 -0.31 0.22
N 0.62071 -0.32390 0.08816 -0.07 0.22 1.44
P 3.37360 -0.44203 -0.88324 2.41 2.25 1.00
P -1.37278 1.84944 1.21223 -0.53 -0.76 -0.64
H -0.86983 1.58073 2.46576 0.48 0.27 0.94
H -0.94163 -1.33216 -1.63195 -0.29 0.39 0.19
H 2.43148 -0.91520 -1.65042 -2.22 -1.19 -1.74
P 2.00874 0.24547 0.62932 -2.22 -0.52 0.46
P -2.06989 -0.72499 -0.99115 -0.05 0.00 -0.93
H 2.97915 0.95675 -1.20209 0.84 -0.86 -0.33
P -0.99529 -0.34044 0.86337 2.03 0.21 -0.47
H -2.64850 1.43403 1.69753 -0.05 0.32 -0.14
```
Positions in Å, forces in eV/Å.

Results
* Kohn-Sham gap: 7.53 eV
* SMILES: PP(#[PH2])N=P#[PH2]
* energy above the lowest of the compared OMol25 structures with the same formula, charge and spin: 6.08 kJ/mol
* F_max: 3.45 eV/A
* molecular weight: 174.93 g/mol

Atomic partial charges in e from the natural (NBO) method, atoms 1 to 6: -0.0077 -1.2481 -0.0098 0.0081 -0.0136 0.0305

(5)
Formula: H6O11S2Zn
Source: OMol25
Level of theory: wB97M-V/def2-TZVPD

Geometry as XYZ:
```
20
Properties=species:S:1:pos:R:3:forces:R:3
O 6.76949 22.99627 -3.89397 0.39 -1.48 0.30
O 9.34627 24.86854 -2.70917 0.03 -0.84 0.84
H 6.22897 24.16817 -7.20638 0.49 0.00 -0.05
H 6.82358 22.19446 -4.41396 0.02 -0.04 -0.24
O 5.84753 26.62767 -5.50439 -0.06 1.25 -0.96
O 9.16715 26.95898 -3.77941 -0.68 0.69 -0.22
H 4.92491 23.80000 -6.53127 -0.85 -0.07 0.64
H 6.00631 26.62449 -6.44833 0.13 -0.06 -0.16
O 5.77819 24.19961 -6.36256 -0.14 -0.86 -2.06
O 4.50298 24.78856 -3.93740 3.31 3.11 -2.37
H 5.38307 27.44872 -5.34193 -0.16 0.02 0.61
Zn 6.32793 24.83733 -4.58073 -1.17 0.35 1.52
O 7.11615 25.79816 -3.03956 -1.21 0.97 1.72
O 2.36090 25.29638 -2.94007 -0.37 1.31 -0.10
S 8.48688 25.68092 -3.55223 3.73 1.55 1.91
O 2.57967 23.56939 -4.62202 -0.20 0.28 -1.15
O 8.26773 24.99463 -4.82078 0.40 -1.40 -4.00
O 3.62658 23.30753 -2.49879 -0.13 -1.42 1.61
S 3.23733 24.29008 -3.50822 -2.88 -3.65 1.67
H 6.34140 22.72686 -3.08132 -0.66 0.27 0.51
```
Positions in Å, forces in eV/Å.

Results
* Kohn-Sham gap: 5.03 eV
* energy above the lowest of the compared OMol25 structures with the same formula, charge and spin: 184.70 kJ/mol
* net charge: -2
* F_max: 5.13 eV/A
* molecular weight: 311.56 g/mol

Atomic partial charges in e from the natural (NBO) method, atoms 1 to 6: -0.9638 -1.0791 0.4793 0.4749 -0.9399 -1.0818

(6)
Formula: H6O3
Source: OMol25
Level of theory: wB97M-V/def2-TZVPD

Geometry as XYZ:
```
9
Properties=species:S:1:pos:R:3:forces:R:3
H -1.94442 -12.48565 0.06686 0.64 0.08 -0.81
O -2.43945 -12.65086 0.86928 -0.61 -0.41 1.14
O -2.87316 -14.65576 -1.47015 -0.35 -0.74 -0.36
H -2.62971 -13.74288 -1.62386 0.19 0.46 0.00
H -2.72752 -14.78851 -0.53345 0.06 0.22 0.28
H -0.62025 -12.78525 -2.05029 0.76 -0.57 -0.68
H -2.95353 -11.85447 1.00238 -0.10 0.20 0.00
O -1.15149 -12.24947 -1.46125 -1.42 -0.39 0.30
H -0.59443 -11.50015 -1.25045 0.82 1.14 0.14
```
Positions in Å, forces in eV/Å.

Results
* Kohn-Sham gap (spin up / spin down): 3.61 / 11.55 eV
* energy above the lowest of the compared OMol25 structures with the same formula, charge and spin: 2.53 kJ/mol
* net charge: -1
* F_max: 1.50 eV/A
* multiplicity: 2
* molecular weight: 54.05 g/mol

Atomic partial charges in e from the natural (NBO) method, atoms 1 to 6: 0.4904 -1.0285 -0.9876 0.4869 0.4699 0.3703

(7)
Formula: H6O3
Source: OMol25
Level of theory: wB97M-V/def2-TZVPD

Geometry as XYZ:
```
9
Properties=species:S:1:pos:R:3:forces:R:3
O -0.15402 0.35614 -3.20896 -0.10 0.06 2.70
H -0.54153 0.17237 -4.04243 -0.89 -0.41 -0.91
H 1.71898 1.70262 2.36243 0.10 -0.84 0.21
H -0.78200 0.11111 -2.46652 1.00 0.33 -1.79
H 0.19275 2.14169 2.19617 1.55 0.03 0.06
H -0.44011 -3.03380 1.36680 -0.28 1.85 -2.45
O 1.14041 2.42233 2.15794 -1.65 0.83 -0.26
H -0.59835 -1.50505 1.06172 0.08 -1.12 -0.79
O -0.53613 -2.36741 0.57286 0.19 -0.73 3.24
```
Positions in Å, forces in eV/Å.

Results
* Kohn-Sham gap: 11.64 eV
* SMILES: O.O.O
* energy above the lowest of the compared OMol25 structures with the same formula, charge and spin: 93.63 kJ/mol
* F_max: 3.32 eV/A
* molecular weight: 54.05 g/mol

Atomic partial charges in e from the natural (NBO) method, atoms 1 to 6: -0.9479 0.4707 0.4729 0.4772 0.4735 0.4709

(8)
Formula: H6O3
Source: OMol25
Level of theory: wB97M-V/def2-TZVPD

Geometry as XYZ:
```
9
Properties=species:S:1:pos:R:3:forces:R:3
H -2.15827 0.94282 -0.96603 -0.01 -0.01 -0.13
H 2.48974 -1.37092 0.19517 -0.05 0.01 -0.10
H -1.08760 0.47753 1.04862 -0.01 -0.10 0.06
H 1.08671 -0.74809 0.06128 0.36 -0.13 -0.29
O -0.38314 -0.17307 1.13581 0.16 0.22 0.24
H -0.66090 0.69375 -1.18368 -0.08 -0.08 -0.13
O -1.50863 0.73331 -1.64442 0.06 0.09 0.11
O 1.95993 -0.79973 -0.37068 -0.26 0.05 0.27
H 0.26216 0.24441 1.72392 -0.17 -0.05 -0.04
```
Positions in Å, forces in eV/Å.

Results
* Kohn-Sham gap: 11.52 eV
* SMILES: O.O.O
* energy above the lowest of the compared OMol25 structures with the same formula, charge and spin: 51.62 kJ/mol
* F_max: 0.48 eV/A
* molecular weight: 54.05 g/mol

Atomic partial charges in e from the natural (NBO) method, atoms 1 to 6: 0.4551 0.4646 0.4774 0.4836 -0.9482 0.4750

(9)
Formula: H6O3
Source: OMol25
Level of theory: wB97M-V/def2-TZVPD

Geometry as XYZ:
```
9
Properties=species:S:1:pos:R:3:forces:R:3
H 10.51800 -4.09917 16.97438 0.42 0.76 0.62
H 12.58003 -6.35080 15.42342 0.17 -0.16 0.01
O 10.41539 -5.62519 15.21212 -5.73 0.21 -2.50
H 9.67438 -5.40406 14.64799 -0.32 -0.13 -0.42
H 10.20383 -5.22335 16.05473 -0.31 -0.80 -0.19
H 11.45104 -5.70280 14.65050 0.79 0.24 -0.56
H 9.10675 -4.55256 17.28212 -0.47 0.07 0.33
O 10.00052 -4.87860 17.17670 -0.72 1.95 4.78
O 12.23949 -6.23347 14.53657 6.18 -2.13 -2.07
```
Positions in Å, forces in eV/Å.

Results
* Kohn-Sham gap: 8.78 eV
* energy above the lowest of the compared OMol25 structures with the same formula, charge and spin: 341.72 kJ/mol
* F_max: 6.86 eV/A
* molecular weight: 54.05 g/mol

Atomic partial charges in e from the natural (NBO) method, atoms 1 to 6: 0.4937 0.4296 -0.9187 0.4596 0.4404 0.4453

(10)
Formula: H6O3
Source: OMol25
Level of theory: wB97M-V/def2-TZVPD

Geometry as XYZ:
```
9
Properties=species:S:1:pos:R:3:forces:R:3
H -0.69327 -0.18745 1.48351 0.00 -0.01 -0.01
O 2.80050 -0.12338 0.12860 -0.15 -0.01 -0.03
H 2.62860 -0.76270 -0.56992 0.05 -0.03 0.02
H 0.24217 0.13096 0.32218 0.08 -0.08 0.09
H -3.46933 0.26536 -0.49094 0.00 -0.02 -0.02
O -0.54357 -0.38111 0.55276 0.12 0.10 -0.10
O -2.77284 0.73205 -0.95994 0.11 0.01 -0.05
H -1.94890 0.35052 -0.61547 -0.20 0.00 0.10
H 3.75663 -0.02425 0.14922 -0.01 0.03 0.00
```
Positions in Å, forces in eV/Å.

Results
* Kohn-Sham gap: 11.39 eV
* SMILES: O.O.O
* energy above the lowest of the compared OMol25 structures with the same formula, charge and spin: 33.43 kJ/mol
* F_max: 0.22 eV/A
* molecular weight: 54.05 g/mol

Atomic partial charges in e from the natural (NBO) method, atoms 1 to 6: 0.4793 -0.9499 0.4740 0.4887 0.4607 -0.9556

Which formula does entry 2 have?
H6N4O2S2

Which value of F_max does entry 1 give?
3.81 eV/A

Number 7 is which compound?
H6O3

What is the formula in the sixth record?
H6O3